ORCA calculation (ωB97M-V/def2-TZVPD) on a cluster of 2 separate species, CHF4NO in total in a non-equilibrium geometry.

```
! RIJCOSX wB97M-V def2-TZVPD def2/J DEFGRID3
* xyz 0 1
F 1.230 0.755 -0.986
N -2.413 0.331 0.521
H 0.418 -0.420 0.602
F -2.877 1.059 -0.445
O -0.325 1.468 0.420
C 0.697 0.657 0.295
F 1.776 0.864 1.090
F -1.816 -0.732 0.026
*
```

**E**: -567.91645 a.u.
**E_HOMO (spin up / spin down)**: -0.4805 / -0.4135 Ha
**Lowest unoccupied orbital energy (spin up / spin down)**: -1.131 / -3.341 eV

***

ORCA calculation (ωB97M-V/def2-TZVPD) on the ion C4H11N2 with charge +1.

```
! RIJCOSX wB97M-V def2-TZVPD def2/J DEFGRID3
* xyz 1 1
H 0.965 -0.638 0.635
H -1.767 -0.478 -0.506
H 0.911 -1.013 3.046
N -0.057 -0.729 2.969
N -0.033 -0.467 0.682
C -0.640 -0.457 1.827
H 1.231 0.995 -2.966
H -0.525 -0.534 3.842
H 1.635 -0.142 -1.694
H -0.348 -1.416 -1.113
C -0.689 -0.489 -0.646
H -0.980 0.798 -2.314
H -0.610 1.606 -0.835
H 1.774 1.547 -1.417
C 1.133 0.808 -1.900
C -0.322 0.754 -1.444
H -1.677 -0.145 1.837
*
```

**E**: -268.28745 a.u.
**E_HOMO**: -0.5578 Ha
**Structure (SMILES)**: CCCNC=[NH2+]
**Lowest unoccupied orbital energy**: -3.496 eV

***

ORCA calculation (ωB97M-V/def2-TZVPD) on a cluster of 4 separate species, C19H34BrN3O6S3 in total.

```
! RIJCOSX wB97M-V def2-TZVPD def2/J DEFGRID3
* xyz 0 1
N 1.772 4.587 2.749
O 3.713 -0.442 1.963
C 0.963 -2.581 2.797
H -3.523 -0.695 -0.164
C -2.952 -2.619 0.640
N -2.333 2.221 3.246
H -1.079 4.679 1.918
H -2.437 -2.910 -6.836
H 0.389 -0.475 2.665
H -4.853 -1.841 -0.075
C 3.956 3.561 2.334
C 0.032 5.712 3.811
H 4.129 2.455 4.177
H -3.468 -3.539 0.910
H -1.383 -0.605 -8.546
N -0.344 6.734 4.170
O -0.528 0.541 -5.175
H -3.015 -1.259 -8.572
H -1.491 -1.281 -1.820
H 3.711 -2.706 3.339
H 4.464 2.907 1.628
C -0.639 -1.896 -6.210
C -3.792 -1.745 -0.299
C 0.515 4.391 3.366
O -0.329 -2.421 0.274
O -2.275 -1.044 -4.329
C -3.472 -2.173 -1.739
H 0.023 3.399 1.491
O 2.453 0.490 3.921
C 1.167 -1.144 2.299
H 1.391 -3.283 2.082
H 2.386 5.143 3.328
H 4.111 4.207 4.399
H -3.860 -1.469 -2.468
H -2.381 0.937 -7.046
H -3.567 -0.255 -6.461
H -1.133 -2.990 -8.021
C 2.436 3.388 2.237
H -0.414 -2.662 -5.472
H 1.227 -1.085 1.220
Br 0.582 3.311 5.048
H 1.772 -3.743 4.467
C -2.160 -1.061 -7.928
C 4.477 3.401 3.762
O -1.491 -4.504 -0.501
H -1.587 -2.851 -2.656
H -3.916 -3.151 -1.941
S -1.486 -3.077 -0.295
C 1.689 -2.706 4.145
C -1.952 -2.266 -1.819
S 2.724 -0.594 3.002
H 4.162 4.587 2.004
H 3.563 -1.805 4.873
C -0.512 3.843 2.329
S -1.465 -0.526 -5.409
H 5.565 3.424 3.766
H 2.175 2.495 2.810
H 2.187 3.206 1.189
C -1.487 2.890 2.851
C 3.063 -2.075 3.945
H 0.284 -1.511 -6.642
H -0.094 -2.816 2.889
H -2.646 -2.090 1.540
C -1.618 -2.347 -7.289
H 1.140 -2.157 4.914
C -2.540 -0.107 -6.788
*
```

**E**: -5128.59878 a.u.
**E_HOMO**: -0.3537 Ha
**Structure (SMILES)**: CCCN[C@@](Br)(C#N)CC#N.O=S1(=O)CCCC1.O=S1(=O)CCCC1.O=S1(=O)CCCC1
**Lowest unoccupied orbital energy**: 0.391 eV

***

ORCA calculation (ωB97M-V/def2-TZVPD) on a structure of composition C37H28Cl5HgN6O3SSi.

```
! RIJCOSX wB97M-V def2-TZVPD def2/J DEFGRID3
* xyz -2 2
C 0.426 -1.688 -3.675
C 2.195 2.300 -1.929
C -0.928 -6.230 0.850
C -3.136 -1.570 -2.727
H 3.589 0.878 -0.700
C 3.775 4.106 -1.757
O -4.250 -1.633 -3.265
H -0.818 -1.219 2.830
C 4.837 0.274 0.770
C -0.862 -1.719 -5.699
H -3.626 1.583 -2.729
Cl 1.457 -2.596 1.980
N 5.073 1.589 1.011
H -1.556 0.576 -1.885
H -0.937 3.951 0.675
H 1.370 -1.687 -3.136
C -1.121 2.153 -0.503
H 2.145 3.635 1.173
H -4.700 0.271 3.869
C -0.060 -6.281 1.935
H -2.980 4.991 -0.204
C -1.052 -5.044 0.128
C -1.916 -1.667 -3.522
O 0.688 -0.166 -0.421
H -2.381 -0.384 4.570
Si 0.447 1.309 0.102
H 2.418 -1.045 -0.576
C -1.870 1.540 -1.506
Cl -1.834 -7.639 0.415
C -1.993 -1.714 -4.935
C 2.420 3.485 0.134
C -0.343 -3.890 0.449
C -3.835 -0.879 -0.558
H -1.153 2.583 2.466
H -0.930 -1.740 -6.781
C 3.391 4.302 -0.437
H -5.315 0.031 1.434
C -4.342 -0.239 1.816
H 1.728 1.515 -2.517
Cl 0.109 -7.740 2.848
C 1.937 0.799 3.924
Cl 1.758 -5.215 3.626
N -2.177 -1.073 1.296
C 1.061 1.471 4.766
C -3.437 3.358 -1.524
H -0.744 2.627 4.883
H 4.631 2.321 0.476
H 3.459 2.948 -3.537
H 3.750 -1.432 -1.497
C -1.528 3.417 -0.062
H 2.791 0.265 4.323
C -2.709 -0.478 3.543
C -3.407 -0.738 0.911
C 0.673 -5.151 2.281
C 3.171 3.104 -2.504
C 0.616 1.460 1.987
C 0.520 -3.981 1.535
O -4.955 -0.432 -0.819
H 5.777 1.808 1.689
C -3.032 2.123 -2.002
H 2.388 0.246 1.915
C 1.807 2.463 -0.593
C 0.414 -1.686 -5.051
Hg -0.734 -2.069 -0.660
H -4.351 3.809 -1.892
H 3.851 5.089 0.150
H 1.224 1.470 5.838
Cl -2.138 -5.007 -1.226
C -1.837 -0.946 2.576
N 3.442 -1.185 -0.562
N -0.667 -1.688 -2.912
N 4.007 0.063 -0.265
C -3.989 -0.113 3.146
N -2.907 -1.414 -1.353
C -0.040 2.123 4.229
C -2.674 4.015 -0.565
S 5.572 -0.906 1.705
C -0.261 2.109 2.857
H -2.983 -1.726 -5.372
C 1.710 0.799 2.556
H 1.343 -1.679 -5.605
H 4.540 4.733 -2.202
*
```

**E**: -5123.25665 a.u.
**E_HOMO (spin up / spin down)**: 0.0130 / -0.1097 Ha
**<S²>**: 0.76
**Lowest unoccupied orbital energy (spin up / spin down)**: 3.877 / 3.877 eV

***

ORCA calculation (ωB97M-V/def2-TZVPD) on a cluster of 2 separate species, C11H15N in total in a non-equilibrium geometry.

```
! RIJCOSX wB97M-V def2-TZVPD def2/J DEFGRID3
* xyz 0 1
C -0.060 -3.298 -0.895
H -2.983 0.565 1.999
H 1.943 0.168 1.077
H 1.980 -2.736 -1.682
H 0.882 -1.395 -1.359
C 0.930 -2.441 -1.681
H -0.336 -4.136 -1.530
H 0.426 -3.634 0.020
H 1.782 3.419 -1.414
C 0.074 1.187 0.645
C -1.151 -0.659 2.308
H 2.480 2.353 -0.373
C -0.870 2.745 -0.687
H -1.139 3.485 -1.425
H -0.884 -2.662 -0.590
N -1.861 2.275 0.194
H 0.813 -1.256 2.787
C 0.232 -0.653 2.097
C 1.640 2.389 -1.071
C 0.887 0.268 1.281
C -1.952 0.340 1.763
C -1.324 1.199 0.859
H 1.776 1.656 -1.865
H 0.804 -2.359 -2.771
H -1.635 -1.411 2.911
H -2.781 2.422 -0.172
C 0.328 2.171 -0.425
*
```

**E**: -482.88648 a.u.
**E_HOMO**: -0.2920 Ha
**Structure (SMILES)**: Cc1c[nH]c2ccccc12.CC
**Lowest unoccupied orbital energy**: 0.930 eV

***

ORCA calculation (ωB97M-V/def2-TZVPD) on a structure of composition C2H4ClIS in a non-equilibrium geometry.

```
! RIJCOSX wB97M-V def2-TZVPD def2/J DEFGRID3
* xyz 0 1
H 0.212 1.315 1.665
S -0.688 -1.560 -0.889
H 0.441 2.114 0.111
Cl -1.090 -2.597 0.798
C 0.061 1.326 0.620
C 0.787 -1.023 -0.681
H 1.370 -0.959 -1.601
H 0.753 0.238 0.040
I -1.845 1.145 -0.062
*
```

**E**: -1234.51609 a.u.
**E_HOMO**: -0.3153 Ha
**Lowest unoccupied orbital energy**: -0.900 eV

***

ORCA calculation (ωB97M-V/def2-TZVPD) on a structure of composition C9H21ClI2NOsP2S in a non-equilibrium geometry.

```
! RIJCOSX wB97M-V def2-TZVPD def2/J DEFGRID3
* xyz 3 5
H 3.557 -0.821 1.104
H 2.348 2.337 -1.239
P 2.188 -0.026 -0.846
N 0.043 0.088 1.952
C 2.688 1.469 -1.820
H 3.766 1.574 -2.000
Cl -0.052 -0.180 -3.946
I -0.344 -2.090 2.924
H -2.228 -0.004 2.345
H -3.630 -0.851 1.112
C 2.707 -1.590 -1.693
H -2.179 1.377 -2.731
H -4.668 0.043 0.007
P -2.233 -0.033 -0.824
H -3.585 0.926 1.077
H 3.788 -1.704 -1.851
C 3.613 0.032 0.409
H 2.154 -1.586 -2.627
I -0.390 2.271 2.774
Os 0.071 -0.058 -1.638
C 0.803 0.169 4.246
H -3.819 1.531 -1.985
H -3.828 -1.689 -1.846
H 1.574 0.226 5.016
S -0.887 0.125 4.611
H 2.123 1.385 -2.743
H 3.562 0.948 1.018
H -2.424 2.332 -1.231
C -3.651 0.027 0.449
H 2.156 0.167 2.518
H 4.634 0.009 -0.012
H 2.363 -2.410 -1.048
C -2.747 1.448 -1.794
C -1.212 0.032 2.747
H -2.189 -1.604 -2.603
H -2.432 -2.425 -1.027
C 1.117 0.144 2.861
C -2.755 -1.591 -1.664
*
```

**E**: -2635.98226 a.u.
**E_HOMO (spin up / spin down)**: -0.6628 / -0.6566 Ha
**<S²>**: 6.05
**Lowest unoccupied orbital energy (spin up / spin down)**: -12.663 / -12.782 eV

***

ORCA calculation (ωB97M-V/def2-TZVPD) on a cluster of 12 separate species, C4H30N2O13 in total in a non-equilibrium geometry.

```
! RIJCOSX wB97M-V def2-TZVPD def2/J DEFGRID3
* xyz 0 1
H 0.819 -2.926 0.280
H -1.161 2.623 -3.476
H -1.530 -1.086 -0.795
H 0.724 2.239 2.543
O 1.865 1.579 -2.720
H 0.204 0.865 -4.898
H 2.930 -2.601 0.897
N 1.307 0.265 0.486
H -0.084 1.339 -3.498
H 1.804 -3.143 3.068
H -3.810 -1.400 -2.752
O 1.626 2.015 2.776
O -3.723 1.545 -0.615
C -0.412 -1.261 -0.443
H 1.569 1.016 1.136
O -0.944 0.603 0.829
H -2.491 3.355 -3.155
O -0.373 -3.570 2.204
H -4.129 -2.173 -1.519
H 3.723 -2.768 -0.515
O -1.788 2.908 -2.732
H 1.982 2.790 3.151
C -2.189 -2.291 1.645
C -0.031 -0.050 0.366
O -3.566 -2.173 -2.269
H -0.624 2.693 -0.214
H 1.749 0.138 3.153
H 2.269 -1.736 2.923
H -2.973 -2.678 0.919
O 2.398 -2.679 2.585
H -2.671 -2.847 2.513
H -1.021 3.487 -1.277
H 0.065 -1.340 -1.477
H 2.623 3.623 -0.330
N -0.053 -2.383 0.431
C -0.865 -2.754 1.448
O 1.357 -0.607 3.652
O 2.498 3.810 -1.223
H -2.988 1.833 -1.195
H 2.340 2.395 -2.343
H 0.423 -0.707 3.267
O -0.335 3.479 -0.650
O -0.550 1.071 -4.302
H -3.221 1.176 0.108
O 3.118 -2.293 -0.031
H 1.914 0.974 -2.064
H 2.092 -0.333 0.388
H 1.497 3.879 -1.070
H -2.495 -1.221 1.688
*
```

**E**: -1258.03917 a.u.
**E_HOMO**: -0.3558 Ha
**Structure (SMILES)**: CC(=O)NCC(N)=O.O.O.O.O.O.O.O.O.O.O.O
**Lowest unoccupied orbital energy**: -0.074 eV

***

ORCA calculation (ωB97M-V/def2-TZVPD) on a cluster of 2 separate species, C6H16 in total in a non-equilibrium geometry.

```
! RIJCOSX wB97M-V def2-TZVPD def2/J DEFGRID3
* xyz 0 1
H -0.280 -3.055 -2.870
C -1.598 -0.674 -1.413
C -0.332 -0.889 -2.216
C 0.387 0.737 1.468
H -0.642 0.444 1.541
C 0.091 -2.342 -2.167
H 0.894 -0.222 3.544
H 0.675 2.463 -0.010
H -2.486 -1.314 -1.464
H -2.064 0.315 -1.511
H -0.583 -0.657 -3.275
H 1.063 -2.197 -2.709
H 0.211 -2.827 -1.210
H 1.703 1.439 3.201
H 1.430 2.546 1.582
H -0.402 2.757 1.234
H -1.326 -0.596 -0.349
H 1.070 0.060 0.970
H 0.255 1.378 3.673
H 0.530 -0.273 -1.959
C 0.491 2.154 1.021
C 0.915 0.752 2.919
*
```

**E**: -238.12097 a.u.
**E_HOMO**: -0.4017 Ha
**Structure (SMILES)**: CCC.CCC
**Lowest unoccupied orbital energy**: 1.100 eV

***

ORCA calculation (ωB97M-V/def2-TZVPD) on a structure of composition C25H41BN9O2PtS.

```
! RIJCOSX wB97M-V def2-TZVPD def2/J DEFGRID3
* xyz 2 2
C -3.077 3.897 0.583
N 1.924 -1.927 0.552
H -3.352 -2.208 1.865
H 6.344 -2.736 3.754
H 7.719 -2.035 2.911
C -4.024 -1.360 1.712
Pt -0.098 -0.242 -0.508
C 0.331 0.585 -3.821
C 6.073 -2.467 0.662
C -4.820 -0.464 -1.924
B 2.887 -0.744 0.266
C -3.861 -1.318 -1.104
C 5.050 -2.064 -0.145
H -2.086 4.618 -1.965
C -1.023 -3.750 -0.516
H -1.878 -3.138 -0.257
N 2.420 0.502 1.065
N 1.452 -0.169 -1.754
H 4.635 -0.154 -2.027
H 0.172 3.330 -0.644
H -0.145 1.492 -3.446
C 3.166 1.354 1.796
H 4.033 0.986 2.317
C 2.894 0.314 -3.349
H -1.214 -4.766 -0.179
H 4.807 -2.349 -1.155
H 3.016 3.526 2.099
H 1.085 -5.010 1.117
H -3.986 3.392 0.911
H -3.223 0.619 -2.927
H -2.195 -0.833 3.762
N 4.284 -1.181 0.561
H -5.163 -1.093 -2.747
H 1.644 4.224 -0.397
H -2.392 4.005 1.421
H -3.057 0.521 4.490
H -2.377 0.680 2.877
H -4.036 1.549 -1.662
H -4.706 -1.149 3.701
H -0.919 -3.773 -1.603
C -4.191 0.817 -2.461
N 2.692 -0.386 -1.253
H -3.664 3.814 -2.076
N 4.771 -1.051 1.832
C 6.666 -1.891 3.143
O -1.175 1.390 -1.150
C 1.159 -3.972 0.842
H 0.402 4.302 0.837
H 3.316 0.600 -4.296
H -1.623 1.845 0.808
H -4.835 1.275 -3.209
H -0.397 -0.227 -3.779
O -1.756 -0.855 0.527
C 2.210 -3.112 1.087
H 6.556 -0.986 3.737
H -4.980 -1.719 1.329
C -2.882 -0.012 3.558
S -3.258 -0.431 0.365
H -2.191 2.954 -2.587
N 1.412 1.198 0.472
C -1.719 2.103 -0.249
H -5.711 -0.234 -1.334
H 6.878 -3.137 0.412
C 3.577 -0.074 -2.211
N 0.713 -1.990 -0.047
C -2.605 3.663 -1.875
C -4.196 -0.518 2.971
H -2.954 -1.567 -1.658
H -4.330 -2.243 -0.768
C 1.564 2.492 0.778
C 5.853 -1.803 1.893
H 0.600 0.746 -4.862
C 0.878 3.639 0.113
C 1.541 0.252 -3.019
C 0.226 -3.241 0.116
H -4.872 0.313 2.762
H 3.154 -3.273 1.583
H -3.339 4.886 0.220
N -2.437 3.155 -0.513
C 2.637 2.614 1.671
*
```

**E**: -2162.42305 a.u.
**E_HOMO (spin up / spin down)**: -0.4978 / -0.4977 Ha
**<S²>**: 0.75
**Lowest unoccupied orbital energy (spin up / spin down)**: -5.624 / -7.678 eV

***

ORCA calculation (ωB97M-V/def2-TZVPD) on a structure of composition C30H43CsGeN7O5 in a non-equilibrium geometry.

```
! RIJCOSX wB97M-V def2-TZVPD def2/J DEFGRID3
* xyz 0 2
N 5.557 3.064 -0.821
C -0.311 -1.896 -2.856
H -6.094 0.833 1.907
H 0.427 -3.755 0.460
H 1.168 3.781 -1.769
N -2.157 1.496 5.660
H 4.254 2.562 -8.925
H -0.030 -2.409 3.909
Ge -2.775 -2.722 0.397
C -4.658 -0.793 1.664
H 0.163 -2.847 -2.605
C 1.461 2.144 -0.382
H -6.001 -1.988 0.456
H -1.745 0.332 -2.320
C -0.690 -3.689 2.302
H 2.583 -0.887 2.671
H -2.309 -5.099 2.611
C 4.869 1.985 -3.403
H 1.158 -2.720 1.697
C 4.734 3.009 -8.060
H 3.553 4.301 -2.055
C -1.713 -1.844 -2.241
N -3.848 1.432 7.178
H -3.588 -2.908 -2.465
H 1.278 -4.492 1.838
H 3.901 0.817 -4.918
C 4.486 1.698 -4.688
H 0.298 -1.086 -2.445
C 3.238 3.510 -1.386
H -5.041 -0.591 3.803
O 0.286 1.789 -0.354
N -4.314 2.172 5.038
C 5.636 3.666 -5.489
H -3.728 -1.716 3.375
Cs -0.947 -0.064 0.860
H 6.671 4.796 -3.986
C -1.320 -5.081 2.150
H -3.150 1.215 7.866
O -3.561 -1.025 0.826
O 4.404 2.181 -6.959
H -4.468 1.339 1.369
C 5.644 3.130 -3.133
C 4.243 2.802 -0.666
H 4.598 1.311 -2.601
H 5.016 -0.334 2.656
H -0.354 -1.795 -3.943
H -1.359 -3.492 4.345
H -4.051 2.166 4.065
C -2.384 -0.509 -2.601
H -2.561 -2.952 -3.911
H -2.159 -3.951 -2.497
H 5.822 1.451 1.090
C 2.969 -0.112 2.017
H -5.382 -2.823 1.887
C 6.047 3.937 -4.196
C -5.241 0.572 1.275
H -4.740 1.766 7.488
H -1.429 -5.332 1.093
N -1.183 1.679 3.396
H 4.357 4.025 -7.920
H -6.647 -1.590 2.063
C -3.409 1.694 5.926
H -3.328 -0.426 -2.058
N 2.084 0.499 1.256
C 1.924 3.228 -1.228
H -3.447 0.019 3.258
C -2.559 -2.988 -2.819
C -0.424 -3.421 3.787
C 3.849 1.842 0.336
N 6.135 3.430 -1.863
C 4.847 2.547 -5.741
C -5.746 -1.866 1.510
H -2.585 -0.455 -3.673
C 4.334 0.198 2.008
H 5.814 3.042 -8.224
O -1.539 -2.668 1.851
H -5.296 2.097 5.235
C -4.199 -0.762 3.126
H 5.945 4.322 -6.290
C 0.635 -3.665 1.528
H -0.694 -5.839 2.627
H -5.570 0.545 0.235
O -1.557 -1.954 -0.848
C 2.498 1.473 0.440
C 4.777 1.176 1.152
H 0.290 -4.139 4.197
C -1.661 1.608 4.451
*
```

**E**: -4025.51014 a.u.
**E_HOMO (spin up / spin down)**: -0.2331 / -0.2331 Ha
**<S²>**: 0.84
**Lowest unoccupied orbital energy (spin up / spin down)**: -0.961 / -2.192 eV

***

- What is the E in the eleventh record?
  -4025.51014 a.u.

***

- What is the E in the fourth record?
  -5123.25665 a.u.

***

- Which formula does entry 5 have?
  C11H15N